No. 1
The following is a DFT calculation (ωB97M-V/def2-TZVPD) of C30H29ClN3O3ReS4 as an isolated structure.

Atoms and positions in Å:
1 Re -0.024 0.212 0.391
2 O -1.920 0.480 1.052
3 N -2.459 -0.193 2.065
4 C -3.652 0.271 2.496
5 C -4.311 -0.373 3.501
6 C -3.720 -1.512 4.067
7 C -2.506 -1.949 3.610
8 C -1.844 -1.274 2.570
9 S -0.323 -1.706 1.927
10 H -4.000 1.149 1.975
11 H -5.266 0.003 3.832
12 H -4.219 -2.042 4.866
13 H -2.022 -2.820 4.026
14 O 2.112 -0.312 1.753
15 S 3.198 -0.272 2.781
16 C 4.719 -0.701 1.858
17 C 4.544 -0.480 0.359
18 C 3.894 -1.652 -0.371
19 C 3.681 -1.321 -1.845
20 S 2.082 -0.532 -2.167
21 O 1.692 0.101 -0.823
22 C 1.075 -1.940 -2.486
23 C 0.419 -2.568 -1.505
24 C -0.578 -3.617 -1.810
25 C -0.753 -3.978 -3.306
26 C 0.208 -3.340 -4.265
27 C 1.016 -2.348 -3.898
28 C 3.543 1.445 3.095
29 C 4.121 1.781 4.310
30 C 4.433 3.109 4.564
31 C 4.143 4.082 3.616
32 C 3.536 3.735 2.416
33 C 3.228 2.410 2.148
34 H 4.950 -1.741 2.093
35 H 5.504 -0.072 2.274
36 H 5.532 -0.304 -0.078
37 H 3.954 0.419 0.188
38 H 2.945 -1.915 0.095
39 H 4.543 -2.529 -0.298
40 H 3.661 -2.199 -2.491
41 H 4.448 -0.639 -2.215
42 H 0.554 -2.267 -0.473
43 H -0.570 -4.429 -1.085
44 H -0.845 -5.049 -3.504
45 H 0.200 -3.672 -5.296
46 H 1.651 -1.845 -4.617
47 H 4.325 1.015 5.048
48 H 4.885 3.386 5.506
49 H 4.375 5.118 3.822
50 H 3.291 4.500 1.691
51 H 2.717 2.128 1.236
52 N 0.207 3.080 1.479
53 C 0.162 1.986 1.001
54 H -0.142 3.989 1.251
55 S -2.968 -2.119 -0.978
56 C -1.975 -2.979 -2.052
57 N -2.066 -3.287 -3.319
58 Cl -4.775 5.549 -1.003
59 C -3.670 4.204 -1.140
60 C -2.325 4.449 -1.365
61 C -1.455 3.373 -1.461
62 C -1.900 2.059 -1.330
63 C -0.954 0.907 -1.388
64 C -3.263 1.846 -1.138
65 C -4.149 2.909 -1.040
66 H -1.974 5.465 -1.480
67 H -0.403 3.559 -1.648
68 H -0.110 1.138 -2.044
69 H -1.461 0.009 -1.763
70 H -3.629 0.827 -1.075
71 H -5.207 2.735 -0.900

Atomic forces in eV per Å
Re 0.736 0.422 0.457
O -0.244 0.475 0.393
N -0.088 -0.158 -0.494
C -0.100 -0.103 0.059
C 0.085 -0.085 0.019
C -0.069 0.091 0.006
C 0.115 -0.003 -0.069
C -0.274 -0.211 0.063
S -0.063 0.503 0.035
H 0.012 0.003 -0.031
H -0.013 -0.008 0.026
H -0.016 -0.014 0.000
H -0.016 -0.022 0.010
O 0.002 0.015 -0.135
S -0.266 -0.119 0.021
C -0.026 0.060 -0.066
C 0.119 0.054 0.034
C 0.050 -0.113 -0.028
C 0.059 -0.070 0.097
S -0.254 0.340 -0.147
O 0.380 -0.167 -0.112
C -0.032 -0.188 0.009
C 0.054 -0.012 -0.148
C -0.040 0.159 -0.012
C 0.016 -0.029 -0.098
C -0.029 -0.037 0.064
C 0.007 0.032 0.147
C 0.055 0.144 -0.144
C 0.086 0.068 -0.024
C -0.032 -0.025 0.007
C -0.013 -0.032 -0.027
C 0.015 -0.034 0.057
C 0.042 -0.083 0.014
H -0.065 -0.014 0.000
H 0.067 -0.021 0.026
H 0.002 0.013 0.029
H -0.013 0.059 -0.004
H -0.004 -0.001 0.036
H -0.009 -0.003 -0.034
H 0.076 -0.032 0.025
H -0.012 0.024 -0.003
H -0.046 -0.045 0.011
H 0.000 -0.019 0.004
H 0.013 -0.005 -0.002
H -0.043 0.002 -0.025
H 0.008 0.040 -0.005
H 0.002 -0.013 0.021
H 0.006 0.004 0.016
H 0.010 0.016 0.002
H -0.016 0.010 -0.015
H 0.103 -0.019 0.047
N -0.026 -0.210 0.277
C 0.080 -0.603 -0.384
H -0.096 0.132 -0.158
S 0.168 -0.152 -0.036
C -0.150 0.147 0.194
N 0.052 -0.033 0.050
Cl 0.023 -0.035 -0.009
C 0.005 0.039 -0.006
C -0.041 -0.046 -0.008
C 0.043 0.026 0.014
C 0.107 -0.067 -0.052
C -0.382 -0.175 0.061
C -0.114 -0.037 0.003
C 0.024 0.011 0.013
H 0.011 0.024 0.014
H 0.018 0.003 0.009
H -0.037 0.075 -0.003
H -0.012 0.063 -0.087
H 0.016 -0.007 -0.013
H -0.024 -0.001 0.006

As for the gap between HOMO and LUMO (spin up / spin down): 5.886 / 5.981 eV. The total charge is 0. As for the spin multiplicity: 1. The highest occupied orbital energy (spin up / spin down) is -6.4034 / -6.4030 eV.



No. 2
The following is a DFT calculation (ωB97M-V/def2-TZVPD) of a 2-piece molecular cluster, C6H10S2 overall in a non-equilibrium geometry.

Atoms and positions in Å:
1 C 2.290 -0.944 -2.149
2 C 2.330 -0.470 -1.023
3 C -2.603 0.336 0.991
4 C -0.504 1.319 -0.051
5 C 2.182 0.185 0.164
6 C -1.582 0.291 -0.096
7 S 2.633 -0.686 1.640
8 S -1.095 -1.555 -0.296
9 H 2.608 -1.254 -3.143
10 H -2.939 1.315 1.320
11 H -2.273 -0.092 1.989
12 H -3.451 -0.196 0.552
13 H -0.282 1.936 -0.877
14 H -0.152 1.518 0.975
15 H 2.216 1.272 0.218
16 H -2.139 0.450 -0.930
17 H 2.499 -1.932 1.241
18 H 0.262 -1.492 -0.527

Atomic forces in eV per Å
C 0.808 0.036 -0.181
C -0.475 0.058 -1.750
C -0.208 -0.719 2.215
C -0.381 -1.567 2.272
C 0.730 -0.466 1.241
C 2.129 -0.169 0.993
S -0.210 1.443 0.307
S 0.705 0.559 0.113
H -0.470 0.038 0.760
H 0.012 0.493 -0.693
H -0.284 -0.117 -1.350
H -0.217 -0.134 0.807
H 0.339 0.492 -0.676
H 0.078 0.306 -0.825
H -0.048 -0.395 0.096
H -1.258 0.419 -2.864
H -0.174 -0.541 -0.550
H -1.078 0.262 0.085

As for the gap between HOMO and LUMO (spin up / spin down): 7.737 / 7.485 eV. The total charge is 0. As for the spin multiplicity: 1. The highest occupied orbital energy (spin up / spin down) is -7.7994 / -8.2596 eV.



No. 3
The following is a DFT calculation (ωB97M-V/def2-TZVPD) of a 5-piece molecular cluster, C33H75B2BrClFIN10O8S overall.

Atoms and positions in Å:
1 C -3.823 -3.908 -0.930
2 C -2.447 -3.429 -1.431
3 N -2.310 -1.979 -1.597
4 C -2.344 -1.123 -0.415
5 C -1.480 -1.586 0.769
6 B -1.986 -2.894 1.580
7 N -3.021 -2.711 2.543
8 O -1.438 -4.133 1.365
9 C 0.037 -1.628 0.538
10 F 0.329 -2.647 -0.348
11 B 0.659 -2.021 2.024
12 O 0.109 -1.293 3.049
13 C 1.552 -3.270 2.265
14 C 1.309 -3.930 3.636
15 N 0.584 -0.360 -0.166
16 I 1.164 1.075 1.351
17 C 1.869 -0.631 -0.947
18 C 3.201 -1.247 -0.391
19 N 3.126 -2.690 -0.457
20 N 4.176 -0.654 -1.336
21 N 3.581 -0.899 0.960
22 C -0.450 0.483 -1.159
23 N -0.027 1.819 -1.127
24 Br -0.125 -0.137 -3.018
25 C -1.971 0.374 -0.779
26 C -2.902 0.766 -1.961
27 C -2.800 2.096 -2.742
28 C -2.572 1.904 -4.256
29 C -3.484 2.807 -5.079
30 S -2.973 2.829 -6.794
31 O -4.097 3.064 -7.633
32 O -2.081 1.743 -7.039
33 Cl -1.821 4.516 -6.789
34 C -2.320 1.174 0.534
35 C -2.857 2.621 0.632
36 N -2.946 2.845 2.094
37 N -1.915 3.596 0.100
38 N -4.129 2.782 -0.049
39 H -4.510 -3.071 -0.784
40 H -3.768 -4.429 0.027
41 H -4.274 -4.609 -1.631
42 H -1.640 -3.825 -0.827
43 H -2.298 -3.827 -2.434
44 H -3.124 -1.729 -2.145
45 H -3.376 -1.051 -0.034
46 H -1.600 -0.840 1.552
47 H -3.112 -1.778 2.919
48 H -2.988 -3.343 3.335
49 H -1.994 -4.859 1.675
50 H 0.701 -1.130 3.805
51 H 1.394 -3.992 1.465
52 H 2.594 -2.947 2.199
53 H 0.267 -3.861 3.954
54 H 1.553 -4.991 3.591
55 H 1.945 -3.506 4.415
56 H 2.124 0.334 -1.373
57 H 1.590 -1.294 -1.757
58 H 3.047 -2.976 -1.433
59 H 4.000 -3.085 -0.119
60 H 3.892 -0.814 -2.300
61 H 5.056 -1.155 -1.231
62 H 4.401 -1.445 1.211
63 H 3.869 0.073 0.986
64 H 0.584 2.100 -1.881
65 H -0.788 2.479 -0.991
66 H -3.903 0.712 -1.529
67 H -2.856 -0.024 -2.699
68 H -2.036 2.766 -2.364
69 H -3.738 2.630 -2.595
70 H -2.742 0.868 -4.549
71 H -1.543 2.151 -4.513
72 H -4.513 2.449 -5.126
73 H -3.456 3.834 -4.723
74 H -1.488 1.164 1.230
75 H -3.081 0.566 1.031
76 H -3.522 2.129 2.531
77 H -3.444 3.719 2.252
78 H -1.073 3.527 0.668
79 H -2.266 4.536 0.267
80 H -4.271 3.731 -0.372
81 H -4.902 2.515 0.547
82 C 1.722 2.610 -8.327
83 C 1.169 1.917 -7.083
84 C 2.439 1.686 -6.275
85 O 3.319 2.760 -6.592
86 C 2.824 3.475 -7.728
87 H 0.978 3.192 -8.869
88 H 2.145 1.873 -9.013
89 H 0.495 2.591 -6.551
90 H 0.626 0.998 -7.295
91 H 2.916 0.737 -6.550
92 H 2.268 1.681 -5.195
93 H 2.429 4.441 -7.396
94 H 3.652 3.658 -8.413
95 C 1.138 -4.840 -4.632
96 C 0.488 -5.040 -3.269
97 C 1.648 -4.766 -2.329
98 O 2.477 -3.787 -2.986
99 C 2.078 -3.674 -4.366
100 H 0.426 -4.623 -5.428
101 H 1.706 -5.728 -4.914
102 H -0.301 -4.305 -3.115
103 H 0.065 -6.034 -3.131
104 H 2.241 -5.669 -2.151
105 H 1.322 -4.371 -1.367
106 H 1.568 -2.714 -4.504
107 H 2.960 -3.688 -5.006
108 C -0.973 0.445 6.486
109 C 0.053 0.155 7.583
110 C 1.268 -0.266 6.766
111 O 1.193 0.469 5.532
112 C -0.094 1.085 5.421
113 H -1.787 1.095 6.801
114 H -1.402 -0.491 6.119
115 H 0.267 1.065 8.147
116 H -0.261 -0.615 8.285
117 H 1.245 -1.337 6.543
118 H 2.214 -0.033 7.255
119 H -0.005 2.164 5.583
120 H -0.460 0.914 4.406
121 C 2.963 2.987 7.264
122 C 3.123 4.365 6.623
123 C 2.181 5.206 7.478
124 O 2.196 4.623 8.779
125 C 2.837 3.350 8.739
126 H 3.795 2.312 7.064
127 H 2.047 2.511 6.908
128 H 4.151 4.714 6.731
129 H 2.863 4.390 5.565
130 H 1.158 5.174 7.083
131 H 2.485 6.250 7.557
132 H 3.821 3.426 9.213
133 H 2.237 2.638 9.309

Atomic forces in eV per Å
C 0.072 -0.076 0.242
C -0.167 -0.094 -0.241
N -0.032 -0.044 0.296
C 0.009 0.007 -0.084
C 0.428 -0.119 -0.025
B -0.365 0.106 -0.074
N 0.660 0.156 0.427
O -0.119 -0.056 -0.105
C -0.386 -0.454 0.074
F -0.159 0.202 -0.179
B 0.198 0.213 -0.067
O 0.358 0.273 -0.202
C -0.061 -0.089 0.332
C 0.094 -0.181 -0.111
N 0.399 0.224 0.716
I 0.094 0.077 0.056
C 0.027 -0.026 0.164
C 0.209 -0.038 -0.194
N 0.087 0.069 0.109
N 0.028 0.058 -0.031
N -0.122 0.111 0.048
C -0.196 0.566 -0.588
N -0.163 -0.411 -0.248
Br -0.307 -0.216 -0.026
C -0.033 -0.354 0.260
C -0.105 0.067 0.102
C -0.077 -0.061 -0.156
C 0.006 0.237 0.103
C 0.089 -0.250 0.019
S 0.008 -0.172 0.163
O -0.061 0.165 -0.061
O -0.041 -0.071 -0.115
Cl 0.146 0.182 -0.117
C 0.195 0.030 -0.091
C -0.064 0.029 0.478
N -0.211 -0.050 -0.028
N 0.109 -0.086 -0.030
N 0.028 0.011 -0.287
H -0.031 -0.024 -0.091
H 0.022 0.043 0.039
H -0.059 0.080 -0.040
H 0.037 0.085 -0.002
H 0.034 -0.058 -0.038
H 0.196 0.161 -0.181
H 0.034 -0.015 0.106
H 0.000 0.170 -0.046
H -0.241 0.036 -0.202
H -0.360 -0.202 -0.197
H 0.285 0.109 0.197
H -0.290 -0.342 0.088
H 0.097 0.087 -0.094
H -0.025 -0.082 -0.156
H 0.014 0.053 0.034
H 0.039 -0.009 0.027
H -0.122 0.120 0.041
H 0.019 0.079 0.046
H -0.008 -0.090 0.068
H -0.066 0.042 0.112
H -0.043 0.010 0.057
H -0.016 -0.017 0.010
H -0.014 0.088 0.023
H -0.082 -0.025 0.045
H 0.053 -0.020 -0.018
H 0.042 -0.047 0.047
H 0.094 0.158 0.071
H 0.004 0.035 0.056
H 0.170 -0.051 -0.045
H -0.040 0.034 0.064
H -0.035 -0.027 0.071
H 0.066 0.003 -0.062
H 0.076 -0.167 -0.009
H -0.040 0.060 0.113
H -0.164 0.056 -0.086
H 0.070 -0.047 -0.073
H -0.181 0.105 -0.054
H 0.064 -0.021 -0.008
H 0.134 0.010 0.035
H -0.052 0.059 0.041
H -0.049 -0.039 -0.136
H -0.043 -0.017 0.069
H 0.026 0.038 -0.020
C 0.033 -0.024 0.006
C 0.030 0.000 0.056
C -0.013 -0.016 -0.036
O 0.028 0.009 0.040
C -0.050 0.019 -0.020
H -0.013 -0.001 0.018
H 0.009 0.004 -0.002
H -0.006 -0.010 0.009
H -0.018 0.014 -0.018
H -0.005 -0.010 0.003
H -0.002 -0.002 0.005
H -0.002 -0.001 -0.007
H 0.007 -0.008 0.008
C 0.015 -0.049 -0.077
C 0.025 0.029 -0.043
C -0.113 -0.200 0.127
O -0.228 -0.111 -0.289
C -0.038 0.087 0.005
H 0.008 0.005 -0.004
H 0.012 0.010 -0.012
H -0.007 0.055 0.011
H 0.008 -0.001 0.003
H 0.024 0.010 -0.053
H 0.128 -0.004 -0.055
H -0.019 -0.010 0.012
H 0.087 0.000 0.113
C 0.080 -0.079 0.028
C -0.002 0.012 -0.027
C -0.023 0.033 0.102
O -0.054 -0.235 -0.157
C -0.172 0.044 -0.182
H 0.019 0.009 0.036
H 0.003 0.007 -0.027
H 0.020 -0.001 -0.005
H -0.013 0.000 -0.004
H 0.002 -0.009 0.019
H 0.017 0.010 -0.039
H 0.067 -0.010 0.015
H -0.034 0.084 0.018
C -0.022 -0.011 0.011
C 0.014 0.005 0.034
C -0.001 -0.019 -0.037
O -0.043 0.001 0.030
C 0.045 0.005 -0.029
H 0.006 0.007 -0.002
H 0.009 -0.002 -0.023
H -0.003 0.010 0.007
H -0.007 -0.015 0.001
H 0.004 0.007 -0.008
H 0.002 -0.001 0.007
H 0.001 -0.010 -0.003
H -0.003 0.006 0.005

As for the gap between HOMO and LUMO: 6.915 eV. The total charge is +1. As for the spin multiplicity: 1. The highest occupied orbital energy is -10.8719 eV.